No. 1
Below is C19H26GeMnN5S as an isolated structure, with properties calculated with wB97M-V/def2-TZVPD.

The geometry in XYZ format:
```
53
Properties=species:S:1:pos:R:3:mulliken_spin:R:1
Mn 0.5958 0.4014 -0.4469 3.885
N 2.4276 4.0302 -2.3709 0.005
C 1.7991 3.0130 -1.6057 0.007
S 2.2907 1.3537 -1.9131 0.003
N 0.9395 3.3518 -0.7216 -0.006
N 0.5726 2.2865 0.0875 -0.115
C -0.7555 2.2702 0.6404 -0.006
C -1.8107 2.2034 -0.4527 -0.071
C -2.9440 3.0029 -0.5116 0.001
C -3.8294 2.8456 -1.5671 0.000
C -3.5531 1.8906 -2.5354 0.001
C -2.3965 1.1357 -2.4001 -0.003
N -1.5512 1.2862 -1.3916 0.042
H 2.6034 3.6921 -3.3074 0.000
H 1.8287 4.8471 -2.3952 -0.001
H -0.9960 3.1617 1.2607 0.004
H -3.1161 3.7427 0.2612 0.001
H -4.7198 3.4608 -1.6376 0.000
H -4.2141 1.7376 -3.3795 -0.001
H -2.1309 0.3742 -3.1267 0.002
C 0.4041 2.7417 3.6849 -0.001
Ge 0.4247 0.9322 2.8721 0.003
C -0.3100 -0.2967 4.2488 0.001
C 2.3264 0.4787 2.6708 0.028
C -0.6311 0.8612 1.2563 -0.091
H 0.9950 2.7554 4.6048 0.000
H -0.6127 3.0639 3.9212 0.000
H 0.8363 3.4508 2.9768 -0.001
H 0.2633 -0.2452 5.1782 0.000
H -0.2772 -1.3240 3.8811 0.000
H -1.3500 -0.0440 4.4679 -0.001
H 2.8580 0.5684 3.6228 0.001
H 2.7716 1.1583 1.9427 -0.001
H 2.4364 -0.5384 2.2964 -0.014
H -1.5654 0.3033 1.3551 0.020
C 1.4948 -3.1673 1.2709 0.016
C 1.0069 -3.6791 -0.0502 0.047
C 0.9304 -5.0314 -0.3148 -0.029
C 0.4861 -5.5337 -1.5415 0.077
C 0.1193 -4.6041 -2.5210 -0.028
C 0.1724 -3.2430 -2.3065 0.040
C -0.2499 -2.2662 -3.3623 0.020
C 0.6024 -2.6899 -1.0326 0.026
N 0.6028 -1.4047 -0.8054 0.117
H 2.0123 -3.9496 1.8358 0.001
H 0.6757 -2.7737 1.8854 0.003
H 2.1705 -2.3248 1.1064 0.004
H 1.2395 -5.7279 0.4652 -0.003
H 0.4428 -6.6007 -1.7316 0.011
H -0.2211 -4.9606 -3.4936 -0.003
H -0.3896 -2.7603 -4.3297 0.001
H 0.4850 -1.4620 -3.4586 0.005
H -1.1897 -1.7740 -3.0822 0.003
```

**Multiplicity**: 5
**HOMO energy (alpha / beta)**: 0.6 / 0.2 eV
**HOMO-LUMO gap (alpha / beta)**: 4.244 / 4.659 eV
**Energy above the lowest of the compared OMol25 structures with the same formula, charge and spin**: 0.0 kcal per mole
**LUMO energy (alpha / beta)**: 4.82 / 4.82 eV
**Net charge**: -2

=====

No. 2
Below is C19H26N2O3S as an isolated structure in a non-equilibrium geometry, with properties calculated with wB97M-V/def2-TZVPD.

The geometry in XYZ format:
```
51
Properties=species:S:1:pos:R:3:lowdin_charge:R:1
C -2.6581 -5.7294 -4.8667 -0.131
C -1.9866 -5.3141 -3.7175 -0.386
C -2.4636 -4.0423 -3.2060 -0.258
C -1.8183 -3.4669 -1.8642 -0.181
C -2.5220 -2.0699 -1.3044 -0.288
H -3.5254 -2.3269 -0.9299 0.105
C -2.3100 -0.9117 -1.8204 -0.478
N -2.6370 0.3068 -1.4437 -0.023
C -1.8844 0.9111 -0.4453 -0.688
N -0.7519 0.6530 -0.2242 0.110
C -0.0001 1.3863 0.8408 -0.132
C -0.9547 2.3627 1.3614 -0.225
S -2.8231 2.1822 0.5612 0.915
C -0.8880 3.2681 2.4413 -0.242
H -0.5992 2.9954 3.2772 0.017
C 0.0333 4.4176 2.1253 -0.128
C 0.1043 5.4557 3.1013 -0.557
O -0.0420 6.6107 3.0977 0.170
O 0.8726 4.7855 4.0551 -0.012
H 0.9516 5.4891 4.9716 0.242
H 1.0547 4.0193 1.7145 0.179
H -0.2031 4.8871 1.2789 0.088
H -1.8283 3.7361 2.6407 0.120
C 1.2635 1.2543 1.2574 -0.316
C 2.0040 1.5929 2.1265 -0.138
C 3.1458 1.3494 2.4850 -0.089
C 3.8277 1.1289 1.4941 -0.225
C 3.5684 0.7132 0.1831 0.129
C 2.0550 0.9479 0.1777 0.067
H 1.5839 0.6925 -0.8884 0.154
H 4.1951 0.4705 -0.6185 0.100
O 5.3660 0.9970 1.4981 -0.115
C 5.9839 1.0786 2.8207 -0.068
H 6.9312 1.0468 2.6580 0.029
H 5.5592 0.4916 3.6159 0.100
H 5.9672 2.0152 3.1602 0.046
H 3.5860 1.6638 3.3720 0.138
H 1.1295 1.6625 3.3924 0.244
H -3.6510 0.2868 -1.2190 0.142
H -0.9936 -0.8191 -2.0564 0.216
H -2.8559 -1.1379 -2.8794 0.177
H -1.8556 -2.1023 0.0705 0.200
H -0.7251 -3.1856 -1.9478 0.110
H -1.9228 -4.1859 -1.0328 0.089
H -2.2673 -3.0477 -3.8604 0.143
H -3.6677 -4.1032 -2.9801 0.163
H -0.9883 -5.1152 -3.8304 0.098
H -2.2161 -6.0341 -2.9063 0.143
H -2.4072 -4.9060 -5.7894 0.164
H -2.0991 -6.5485 -5.1610 0.056
H -3.6374 -5.8120 -4.7858 0.029
```

**HOMO energy**: -8.0 eV
**HOMO-LUMO gap**: 8.203 eV
**Energy above the lowest of the compared OMol25 structures with the same formula, charge and spin**: 484.0 kcal per mole
**LUMO energy**: 0.16 eV
**Net charge**: 0

=====

No. 3
Below is C19H26N2O5S as an isolated structure in a non-equilibrium geometry, with properties calculated with wB97M-V/def2-TZVPD.

The geometry in XYZ format:
```
53
Properties=species:S:1:pos:R:3:lowdin_charge:R:1
C -4.9769 0.0538 -0.6759 -0.167
C -4.0550 -1.0920 -0.1842 -0.552
H -3.8712 -0.8376 0.8571 0.055
H -4.6513 -2.0745 -0.3562 0.102
S -2.5558 -1.3597 -1.1710 0.893
C -2.0020 -2.8016 -0.2158 -0.370
C -1.5074 -2.6528 1.3164 0.097
H -2.2086 -2.0983 1.6874 0.056
H -1.1344 -3.4738 1.4342 0.028
O -0.3123 -1.6437 1.1980 0.057
C 0.7759 -1.8193 0.7186 -0.575
O 0.8726 -3.0664 0.2128 -0.057
C 1.8426 -1.1315 0.5979 -0.006
C 3.0907 -0.9724 0.2191 -0.264
N 3.9270 -0.0139 0.0544 0.010
C 3.5592 1.1889 0.9153 -0.459
O 4.4372 1.9956 0.8194 0.087
N 2.4377 1.1994 1.5654 0.118
H 2.3536 2.2733 1.7898 0.227
C 1.3179 0.4056 1.4226 -0.115
C 0.2264 1.0237 0.3765 -0.032
C -1.0430 1.4890 1.2179 0.115
C -1.9266 2.1438 0.3916 -0.471
C -1.7620 2.3503 -0.8370 -0.002
C -0.5089 2.1227 -1.8520 0.189
C 0.5803 1.3440 -0.8917 -0.207
O 1.7264 0.7886 -1.3952 -0.116
C 2.0128 1.4049 -2.7795 0.064
H 1.8459 2.2791 -2.8510 -0.031
H 1.3195 0.6653 -3.3330 0.142
H 3.0025 1.0042 -2.9772 0.096
H -0.4016 2.1513 -2.7815 -0.025
H -2.4447 2.8263 -1.5583 0.119
O -3.1525 2.2951 0.8175 -0.109
C -3.4329 2.1077 2.1997 -0.069
H -2.6581 2.9061 2.8878 0.176
H -4.3807 2.5547 2.1985 0.064
H -3.3695 1.1236 2.6911 0.087
H -1.0830 1.1972 2.1209 0.022
H 0.8066 0.2907 2.3953 0.136
C 5.3079 -0.1528 -0.3048 0.040
H 4.9853 -0.2470 -1.2836 0.098
H 5.7694 -0.8601 0.0457 0.015
H 5.6398 0.7652 -0.3405 0.054
C 3.4881 -2.2543 -0.5052 0.027
H 3.0139 -3.1712 -0.3604 0.033
H 4.5926 -2.7357 0.1070 0.178
H 3.9472 -2.3010 -1.4482 0.055
H -2.7161 -3.3663 -0.3786 -0.024
H -1.2679 -2.9777 -0.8664 0.005
H -5.9818 0.1299 -0.3365 0.044
H -4.5052 1.0476 -0.6438 0.036
H -4.9693 -0.0239 -1.9302 0.126
```

**HOMO energy**: -7.9 eV
**HOMO-LUMO gap**: 8.023 eV
**Energy above the lowest of the compared OMol25 structures with the same formula, charge and spin**: 477.5 kcal per mole
**LUMO energy**: 0.08 eV
**Net charge**: 0

=====

No. 4
Below is C19H26N4O3 in the gas phase, with properties calculated with wB97M-V/def2-TZVPD.

The geometry in XYZ format:
```
52
Properties=species:S:1:pos:R:3:lowdin_charge:R:1
C -8.7838 -1.1198 -0.8842 -0.038
C -7.3576 -0.8490 -0.5427 -0.255
C -6.8425 0.4136 -0.4979 0.051
C -5.4842 0.6543 -0.1729 -0.236
N -5.0379 1.8837 -0.1461 0.186
C -3.7569 2.1137 0.1585 -0.324
C -2.8548 1.0698 0.4610 0.022
C -3.3029 -0.2729 0.4402 -0.337
O -2.6532 -1.2880 0.6728 0.037
N -4.6866 -0.4344 0.1017 0.103
C -5.1934 -1.6962 0.0595 -0.011
C -6.4888 -1.9335 -0.2508 -0.012
H -6.8603 -2.9448 -0.2763 0.117
H -4.4764 -2.4707 0.2923 0.132
C -1.4568 1.4214 0.7833 -0.396
O -1.0787 2.6053 0.7760 0.031
N -0.6364 0.4146 1.0933 0.089
H -1.0123 -0.5287 1.0451 0.115
C 0.7680 0.5967 1.3642 -0.173
C 1.6325 -0.0596 0.2887 -0.153
H 1.4473 -1.1347 0.2687 0.117
H 1.3550 0.3451 -0.6854 0.112
C 3.1226 0.1820 0.5506 -0.202
N 3.9239 -0.5380 -0.4229 -0.147
C 4.1454 0.2058 -1.6495 -0.187
C 5.1986 1.3151 -1.5165 -0.183
C 6.5081 0.7352 -0.9882 -0.203
C 6.2500 -0.0454 0.2987 -0.161
H 5.9026 0.6329 1.0816 0.118
H 7.1707 -0.5188 0.6445 0.114
C 5.1790 -1.1165 0.0418 -0.382
C 4.9908 -2.0331 1.2485 -0.056
H 4.9064 -1.4704 2.1754 0.070
H 5.8497 -2.6936 1.3388 0.077
H 4.0980 -2.6385 1.1176 0.081
H 5.5240 -1.7416 -0.7940 0.143
H 7.2308 1.5350 -0.8100 0.107
H 6.9325 0.0605 -1.7365 0.111
H 4.8385 2.0832 -0.8288 0.102
H 5.3545 1.7859 -2.4885 0.108
H 3.1943 0.6306 -1.9750 0.112
H 4.4729 -0.5089 -2.4120 0.122
H 3.3139 1.2651 0.5408 0.121
H 3.3554 -0.1833 1.5502 0.110
H 1.0011 0.1677 2.3449 0.127
H 0.9527 1.6736 1.3956 0.122
O -3.3865 3.3673 0.1599 0.125
H -2.3968 3.3758 0.4007 0.088
H -7.4384 1.2864 -0.7070 0.125
H -8.8423 -1.7594 -1.7639 0.090
H -9.2716 -1.6438 -0.0634 0.090
H -9.3201 -0.1966 -1.0823 0.081
```

**HOMO energy**: -8.1 eV
**HOMO-LUMO gap**: 7.997 eV
**SMILES**: Cc1ccn2c(=O)c(C(=O)NCCCN3CCCC[C@H]3C)c(O)nc2c1
**Energy above the lowest of the compared OMol25 structures with the same formula, charge and spin**: 11.7 kcal per mole
**LUMO energy**: -0.06 eV
**Net charge**: 0